ORCA calculation (ωB97M-V/def2-TZVPD) on a cluster of 7 separate species, C22H41N2O26S6 in total at a distorted geometry.

Geometry as XYZ:
```
97
Properties=species:S:1:pos:R:3
C -5.497 -2.812 -0.911
C -4.322 -2.817 -2.049
C -3.375 -4.136 -1.979
C -2.079 -3.896 -0.996
O -2.582 -3.503 0.324
C -1.590 -2.835 1.119
C -1.091 -3.469 2.436
N -0.137 -3.030 3.370
N 0.331 -1.841 2.999
C 0.028 -1.029 1.888
C 0.758 0.419 1.758
C -0.391 1.513 2.202
O -1.373 0.776 3.017
C -0.965 -1.433 0.770
H -5.047 -2.280 0.012
H -6.426 -2.217 -1.241
H -5.749 -3.889 -0.564
H -4.863 -2.862 -3.075
H -3.694 -1.850 -2.036
H -2.944 -4.328 -3.037
H -3.967 -5.063 -1.638
H -1.498 -4.899 -0.862
H -1.412 -3.074 -1.471
H -1.583 -4.490 2.710
H 1.048 -1.458 3.661
H 1.118 0.635 0.673
H 1.709 0.500 2.423
H -0.934 1.942 1.286
H 0.076 2.296 2.898
H -2.172 0.555 2.482
H -1.212 -0.811 -0.166
C 3.669 4.746 1.761
C 4.077 3.281 1.751
O 3.066 2.619 0.986
S 2.516 3.637 -0.156
O 3.196 3.344 -1.384
O 1.084 3.705 -0.053
O 3.145 5.002 0.457
H 2.873 4.930 2.490
H 4.511 5.407 1.971
H 4.140 2.860 2.755
H 5.030 3.142 1.241
C -3.651 2.727 -3.415
C -4.246 1.369 -3.751
O -3.648 0.463 -2.819
S -3.366 1.247 -1.425
O -4.447 0.968 -0.524
O -1.984 1.055 -1.071
O -3.554 2.756 -1.988
H -2.643 2.830 -3.826
H -4.273 3.550 -3.771
H -4.034 1.064 -4.776
H -5.327 1.360 -3.585
C -6.025 -7.450 0.751
C -7.364 -8.013 1.207
O -8.340 -7.332 0.420
S -7.707 -6.999 -1.039
O -8.131 -8.017 -1.956
O -7.874 -5.599 -1.297
O -6.150 -7.275 -0.661
H -5.835 -6.471 1.200
H -5.196 -8.122 0.979
H -7.544 -7.848 2.270
H -7.438 -9.082 0.988
C -0.309 6.556 -2.171
C -1.651 6.004 -1.720
O -2.620 6.700 -2.500
S -1.983 7.041 -3.956
O -2.416 6.033 -4.882
O -2.138 8.444 -4.204
O -0.429 6.747 -3.580
H -0.108 7.528 -1.712
H 0.512 5.872 -1.949
H -1.828 6.160 -0.655
H -1.736 4.938 -1.950
C 9.011 1.943 4.157
C 8.998 0.989 2.970
O 7.920 1.435 2.145
S 7.783 3.048 2.287
O 8.467 3.657 1.184
O 6.422 3.358 2.628
O 8.703 3.226 3.615
H 8.232 1.683 4.881
H 9.979 1.964 4.660
H 8.846 -0.049 3.272
H 9.922 1.067 2.390
C 6.101 -2.248 -0.923
C 4.674 -1.984 -0.463
O 4.780 -0.927 0.490
S 6.020 0.041 0.072
O 5.491 1.164 -0.647
O 6.891 0.185 1.207
O 6.719 -0.963 -0.998
H 6.648 -2.846 -0.188
H 6.137 -2.744 -1.894
H 4.212 -2.864 -0.013
H 4.052 -1.631 -1.292
```

## Properties
**Total charge**: +1
**Orbital gap**: 8.22 eV
**Relative energy (zero: lowest compared OMol25 entry of this formula, charge and spin)**: 8.097 eV
**LUMO level**: -4.465 eV